1.
{
  "formula": "C2H3NO2S",
  "method": "ωB97M-V/def2-TZVPD",
  "homo_lumo_gap_ev": 8.91,
  "multiplicity": 1,
  "e_above_lowest_kj_mol": 473.80,
  "lumo_ha": -0.017,
  "elements": ["C", "C", "H", "H", "H", "N", "O", "O", "S"],
  "positions_angstrom": [[2.188, 0.392, -0.068], [-1.072, -0.319, -0.132], [1.939, 1.790, -0.031], [1.144, -1.239, 1.018], [-0.787, -1.354, -0.598], [1.106, -0.447, 0.196], [3.343, -0.106, -0.241], [-0.005, 0.358, 0.328], [-2.715, 0.093, -0.079]]
}



2.
{
  "formula": "C4H9N",
  "method": "ωB97M-V/def2-TZVPD",
  "homo_lumo_gap_ev": 10.53,
  "multiplicity": 1,
  "smiles": "CC1(C)CN1",
  "e_above_lowest_kj_mol": 79.28,
  "lumo_ha": 0.040,
  "elements": ["C", "C", "C", "C", "N", "H", "H", "H", "H", "H", "H", "H", "H", "H"],
  "positions_angstrom": [[-1.046, -1.178, 0.090], [0.037, -0.064, 0.049], [-0.510, 1.353, -0.012], [1.329, -0.346, -0.574], [1.233, -0.293, 0.878], [-0.554, -2.168, 0.005], [-1.622, -1.101, 1.044], [-1.753, -1.066, -0.709], [-1.039, 1.597, 0.928], [0.312, 2.091, -0.085], [-1.250, 1.506, -0.845], [1.527, -1.400, -0.886], [1.859, 0.442, -1.095], [1.477, 0.627, 1.210]]
}



3.
{
  "formula": "C2H6O2",
  "method": "ωB97M-V/def2-TZVPD",
  "homo_lumo_gap_ev": 8.32,
  "multiplicity": 1,
  "e_above_lowest_kj_mol": 420.32,
  "lumo_ha": 0.018,
  "elements": ["O", "C", "C", "O", "H", "H", "H", "H", "H", "H"],
  "positions_angstrom": [[-1.385, 1.396, -0.486], [-0.814, 0.162, -0.262], [1.076, -1.135, 0.891], [0.596, 0.306, 0.025], [-1.098, 1.725, -1.348], [-1.283, -0.297, 0.610], [-0.845, -0.510, -1.125], [2.147, -0.845, 0.921], [1.051, -1.791, -0.004], [0.649, 0.945, 0.756]]
}



4.
{
  "formula": "C4H7NO",
  "method": "ωB97M-V/def2-TZVPD",
  "homo_lumo_gap_ev": 10.36,
  "multiplicity": 1,
  "smiles": "CC/C=N\\C=O",
  "e_above_lowest_kj_mol": 138.12,
  "lumo_ha": 0.019,
  "elements": ["C", "C", "C", "N", "C", "O", "H", "H", "H", "H", "H", "H", "H"],
  "positions_angstrom": [[1.713, 0.173, -0.009], [0.469, -0.667, -0.255], [-0.554, -0.558, 0.805], [-1.692, -0.024, 0.725], [-2.011, 0.810, -0.335], [-1.335, 1.708, -0.786], [1.486, 1.235, -0.110], [2.100, 0.012, 0.998], [2.473, -0.089, -0.745], [0.062, -0.478, -1.253], [0.629, -1.744, -0.139], [-0.307, -1.014, 1.766], [-3.033, 0.636, -0.663]]
}



5.
{
  "formula": "C27H41ClN3O7SSm",
  "method": "ωB97M-V/def2-TZVPD",
  "homo_lumo_gap_ev": [7.64, 7.64],
  "multiplicity": 6,
  "lumo_ha": [0.006, 0.006],
  "elements": ["O", "C", "C", "C", "H", "C", "H", "C", "H", "C", "H", "C", "H", "H", "C", "C", "H", "H", "H", "C", "C", "H", "H", "H", "H", "Sm", "Cl", "C", "O", "N", "C", "C", "H", "H", "H", "H", "H", "H", "H", "H", "H", "C", "C", "N", "H", "C", "O", "H", "H", "H", "H", "H", "H", "C", "C", "N", "H", "C", "O", "H", "H", "H", "H", "C", "C", "C", "C", "C", "C", "C", "S", "O", "O", "O", "H", "H", "H", "H", "H", "H", "H"],
  "positions_angstrom": [[-2.578, -0.233, -2.962], [-1.841, -1.227, -3.052], [-2.204, -2.610, -2.734], [-2.473, -3.097, -1.452], [-2.097, -2.568, -0.573], [-3.290, -4.239, -1.343], [-3.652, -4.527, -0.327], [-3.694, -4.919, -2.516], [-4.453, -5.713, -2.432], [-3.292, -4.480, -3.786], [-3.650, -4.992, -4.683], [-2.505, -3.350, -3.864], [-2.201, -3.006, -4.848], [-1.244, -1.178, -4.008], [1.044, -0.674, -3.539], [0.378, -1.231, -2.300], [0.959, -1.356, -4.421], [2.155, -0.508, -3.466], [0.724, 0.324, -3.815], [0.784, -2.399, -1.785], [1.881, -3.290, -2.429], [0.223, -2.930, -1.013], [1.502, -4.109, -3.072], [2.473, -3.675, -1.602], [2.575, -2.637, -2.955], [1.459, 0.070, -0.856], [3.760, -1.093, -0.625], [2.519, 0.792, 1.717], [2.168, 1.586, 0.799], [3.135, 1.256, 2.785], [3.325, 2.701, 2.836], [3.739, 0.375, 3.757], [2.355, -0.299, 1.648], [2.874, 3.151, 1.945], [4.395, 2.920, 2.869], [2.841, 3.090, 3.734], [3.457, -0.659, 3.501], [3.342, 0.633, 4.745], [4.829, 0.501, 3.727], [-5.166, 0.589, -0.657], [-4.070, 1.072, 1.540], [-4.265, -0.035, -0.783], [-3.068, 0.777, 1.215], [-3.084, 0.612, -0.231], [-4.048, -0.177, -1.850], [-2.195, 1.252, -0.994], [-0.970, 1.354, -0.737], [-2.353, 1.546, 1.509], [-2.616, 1.761, -1.890], [-4.379, -1.023, -0.311], [-2.794, -0.172, 1.685], [2.391, 4.923, -3.449], [-0.203, 5.330, -4.219], [2.236, 3.932, -3.894], [-0.140, 4.282, -4.544], [0.839, 3.542, -3.757], [2.865, 3.195, -3.396], [0.473, 2.584, -2.913], [1.325, 1.916, -2.247], [-1.131, 3.822, -4.443], [-0.613, 2.394, -2.845], [2.480, 3.996, -4.959], [0.149, 4.286, -5.603], [1.262, 1.692, 7.079], [0.806, 0.897, 5.884], [0.296, 1.527, 4.742], [-0.082, 0.797, 3.608], [0.083, -0.593, 3.585], [0.545, -1.235, 4.746], [0.930, -0.498, 5.862], [-0.239, -1.610, 2.121], [-1.655, -1.946, 2.116], [0.145, -0.782, 0.905], [0.692, -2.695, 2.322], [2.120, 2.341, 6.848], [0.465, 2.339, 7.466], [1.572, 1.023, 7.890], [0.205, 2.617, 4.735], [-0.522, 1.283, 2.738], [0.627, -2.321, 4.788], [1.365, -0.995, 6.735]]
}



6.
{
  "formula": "C42H60BrClN4O14PS3",
  "method": "ωB97M-V/def2-TZVPD",
  "homo_lumo_gap_ev": 7.54,
  "multiplicity": 1,
  "total_charge": 1,
  "lumo_ha": -0.086,
  "elements": ["C", "C", "C", "C", "N", "C", "C", "C", "C", "C", "S", "C", "S", "N", "C", "C", "C", "C", "C", "C", "C", "C", "C", "C", "C", "C", "N", "C", "C", "C", "Br", "P", "N", "C", "C", "C", "C", "C", "S", "O", "O", "Cl", "H", "H", "H", "H", "H", "H", "H", "H", "H", "H", "H", "H", "H", "H", "H", "H", "H", "H", "H", "H", "H", "H", "H", "H", "H", "H", "H", "H", "H", "H", "H", "H", "H", "H", "H", "H", "H", "H", "H", "H", "H", "H", "H", "H", "C", "C", "O", "C", "O", "O", "H", "H", "H", "H", "C", "C", "O", "C", "O", "O", "H", "H", "H", "H", "C", "C", "O", "C", "O", "O", "H", "H", "H", "H", "C", "C", "O", "C", "O", "O", "H", "H", "H", "H"],
  "positions_angstrom": [[1.950, 2.461, 6.519], [2.953, 2.913, 5.710], [3.009, 2.533, 4.237], [3.775, 1.225, 3.914], [2.873, 0.123, 4.206], [3.359, -1.095, 3.602], [3.290, -1.068, 2.056], [1.979, -1.730, 1.619], [1.834, -2.052, 0.128], [0.701, -3.050, -0.224], [-0.529, -3.357, 1.048], [-1.722, -2.059, 0.780], [-1.331, -0.473, 0.951], [-2.981, -2.514, 0.435], [-3.831, -1.500, -0.171], [-3.588, -1.201, -1.504], [-4.368, -0.240, -2.123], [-5.361, 0.418, -1.415], [-5.597, 0.111, -0.087], [-4.822, -0.856, 0.542], [-3.627, -3.266, 1.481], [-4.706, -4.067, 1.124], [-5.384, -4.783, 2.084], [-5.006, -4.719, 3.424], [-3.927, -3.927, 3.769], [-3.241, -3.201, 2.810], [3.481, 0.354, 1.519], [4.059, 0.221, 0.125], [4.615, 1.511, -0.513], [6.136, 1.540, -0.721], [3.761, 1.548, -2.296], [1.875, 1.258, 1.211], [2.122, 2.785, 1.155], [4.344, 1.179, 2.442], [5.816, 0.702, 2.490], [6.796, 1.885, 2.684], [7.291, 2.034, 4.138], [6.917, 3.397, 4.735], [7.040, 3.285, 6.498], [6.038, 2.361, 6.936], [8.392, 3.020, 6.863], [6.516, 5.134, 7.127], [1.230, 3.134, 6.969], [1.863, 1.384, 6.649], [3.738, 3.560, 6.098], [3.444, 3.383, 3.710], [1.978, 2.437, 3.905], [4.593, 1.192, 4.636], [1.916, 0.322, 3.950], [2.748, -1.918, 3.969], [4.369, -1.311, 3.948], [4.097, -1.723, 1.721], [1.971, -2.700, 2.118], [1.093, -1.233, 2.019], [1.697, -1.182, -0.512], [2.782, -2.503, -0.185], [1.117, -4.006, -0.535], [0.180, -2.663, -1.099], [-2.815, -1.734, -2.041], [-4.202, -0.022, -3.169], [-5.948, 1.169, -1.927], [-6.376, 0.604, 0.477], [-5.025, -1.092, 1.578], [-5.044, -4.129, 0.099], [-6.228, -5.406, 1.823], [-5.555, -5.288, 4.159], [-3.632, -3.892, 4.809], [-2.419, -2.570, 3.121], [4.840, -0.534, 0.121], [3.287, -0.145, -0.536], [4.269, 2.427, -0.048], [6.389, 1.794, -1.745], [6.589, 2.297, -0.086], [6.580, 0.564, -0.530], [1.486, 0.758, -0.029], [0.944, 0.862, 2.172], [1.573, 3.295, 1.834], [4.359, 2.221, 2.136], [5.920, 0.098, 3.391], [6.120, 0.059, 1.669], [7.668, 1.676, 2.068], [6.350, 2.828, 2.365], [8.371, 1.903, 4.179], [6.887, 1.265, 4.796], [5.869, 3.604, 4.512], [7.551, 4.201, 4.367], [-9.026, 0.701, -4.418], [-8.906, 2.005, -5.178], [-7.498, 2.278, -5.086], [-6.856, 1.108, -4.884], [-5.676, 0.965, -4.929], [-7.734, 0.115, -4.618], [-9.807, 0.051, -4.803], [-9.183, 0.847, -3.347], [-9.179, 1.909, -6.224], [-9.482, 2.812, -4.736], [2.267, -8.326, -2.435], [2.652, -6.913, -2.824], [2.082, -6.142, -1.758], [1.947, -6.951, -0.677], [1.656, -6.571, 0.411], [2.184, -8.235, -1.007], [3.003, -9.069, -2.728], [1.291, -8.617, -2.825], [3.732, -6.760, -2.830], [2.243, -6.603, -3.782], [-0.047, 1.114, -3.315], [0.249, 0.547, -4.688], [-0.234, -0.795, -4.567], [-1.165, -0.828, -3.581], [-1.862, -1.756, -3.339], [-1.177, 0.344, -2.901], [-0.287, 2.174, -3.327], [0.768, 0.941, -2.608], [-0.304, 1.056, -5.479], [1.307, 0.551, -4.938], [-7.425, 6.537, -6.198], [-6.621, 6.031, -7.379], [-7.194, 4.740, -7.603], [-8.446, 4.740, -7.098], [-9.242, 3.874, -7.269], [-8.673, 5.856, -6.369], [-7.573, 7.614, -6.207], [-6.992, 6.243, -5.241], [-6.763, 6.639, -8.274], [-5.558, 5.946, -7.171]]
}